{"formula": "C48H123N7O17", "method": "ωB97M-V/def2-TZVPD", "elements": ["C", "C", "O", "H", "H", "H", "H", "H", "H", "C", "C", "O", "H", "H", "H", "H", "H", "H", "C", "C", "O", "H", "H", "H", "H", "H", "H", "C", "O", "C", "C", "N", "C", "C", "O", "C", "H", "H", "H", "H", "H", "H", "H", "H", "H", "H", "H", "H", "H", "H", "H", "C", "O", "C", "C", "N", "C", "C", "O", "C", "H", "H", "H", "H", "H", "H", "H", "H", "H", "H", "H", "H", "H", "H", "H", "C", "O", "C", "C", "N", "C", "C", "O", "C", "H", "H", "H", "H", "H", "H", "H", "H", "H", "H", "H", "H", "H", "H", "H", "C", "O", "C", "C", "N", "C", "C", "O", "C", "H", "H", "H", "H", "H", "H", "H", "H", "H", "H", "H", "H", "H", "H", "H", "C", "O", "C", "C", "N", "C", "C", "O", "C", "H", "H", "H", "H", "H", "H", "H", "H", "H", "H", "H", "H", "H", "H", "H", "C", "O", "C", "C", "N", "C", "C", "O", "C", "H", "H", "H", "H", "H", "H", "H", "H", "H", "H", "H", "H", "H", "H", "H", "C", "O", "C", "C", "N", "C", "C", "O", "C", "H", "H", "H", "H", "H", "H", "H", "H", "H", "H", "H", "H", "H", "H", "H"], "positions_angstrom": [[-4.08244, 5.68654, -2.00448], [-4.93216, 5.59442, -3.28165], [-6.03309, 4.74459, -2.86472], [-4.72931, 5.69764, -1.12724], [-3.27346, 6.41483, -1.94745], [-3.53345, 4.74990, -1.90751], [-4.39743, 5.07741, -4.07842], [-5.13354, 6.58571, -3.68773], [-6.33242, 4.17987, -3.58101], [0.20043, 5.00944, 7.14138], [-0.68924, 4.75367, 8.46474], [-1.86268, 4.12369, 7.94868], [1.24611, 5.12653, 7.42590], [-0.12429, 5.91983, 6.63754], [0.08891, 4.15187, 6.47787], [-1.02621, 5.71320, 8.85696], [-0.12432, 4.20451, 9.21799], [-2.65488, 4.45775, 8.37580], [-3.02305, 4.43989, 4.12711], [-2.05186, 3.26786, 4.01071], [-2.16309, 2.55175, 5.12949], [-2.54333, 5.29652, 4.60056], [-3.83852, 4.07562, 4.75195], [-3.34582, 4.60127, 3.09858], [-1.01463, 3.52719, 3.79856], [-2.32155, 2.59345, 3.19797], [-2.20174, 3.06136, 5.94215], [2.97477, -4.08598, 1.37824], [2.39962, -4.35631, 0.12568], [3.32623, -4.98218, -0.77577], [2.78656, -5.13960, -2.17974], [2.61634, -3.84058, -2.76904], [1.98607, -3.77918, -4.07841], [2.80700, -4.27229, -5.29299], [2.14481, -3.97044, -6.50260], [2.53180, -2.88589, -7.27168], [2.19719, -3.63124, 1.99198], [3.87182, -3.47644, 1.26941], [3.36340, -5.00594, 1.81497], [3.29835, -6.00405, -0.39746], [4.33747, -4.57892, -0.82942], [1.83788, -5.67512, -2.14328], [3.47797, -5.63477, -2.86155], [2.03584, -3.29679, -2.14661], [1.70957, -2.73526, -4.22636], [1.04414, -4.32181, -3.99842], [3.05994, -5.32697, -5.18451], [3.74529, -3.71757, -5.29144], [3.60623, -2.82518, -7.44491], [2.07752, -2.03937, -6.75677], [1.98865, -2.81595, -8.21412], [1.37701, 1.72240, 4.88278], [0.94228, 1.11256, 3.63872], [0.26284, -0.07948, 3.94698], [0.15265, -1.07378, 2.77958], [-0.91510, -0.71809, 1.82877], [-0.38825, -0.09276, 0.60633], [-1.57891, 0.25549, -0.36070], [-2.48538, 1.16284, 0.28451], [-3.43258, 1.79828, -0.56742], [2.22320, 1.23597, 5.36801], [0.64871, 1.65705, 5.69112], [1.79711, 2.71249, 4.70574], [-0.70186, 0.08326, 4.42756], [0.90725, -0.59554, 4.65870], [-0.05614, -2.02756, 3.26414], [1.10895, -1.11618, 2.25824], [-1.64063, -0.28858, 2.38485], [0.29571, -0.78056, 0.10909], [0.22635, 0.80043, 0.71836], [-2.12569, -0.60646, -0.74304], [-1.25599, 0.78923, -1.25454], [-3.37601, 2.84202, -0.25838], [-4.48908, 1.59506, -0.39244], [-3.11494, 1.88498, -1.60650], [9.01917, 5.10951, -0.04788], [7.76403, 4.42181, -0.07852], [7.60828, 3.58036, 1.06611], [6.05602, 3.18275, 1.13769], [5.93350, 1.94577, 1.96998], [4.62221, 1.44619, 2.09680], [4.44710, 0.23132, 2.97848], [4.60290, 0.45287, 4.33845], [4.35984, -0.65913, 5.21347], [9.25366, 5.79857, 0.76348], [8.88505, 5.86003, -0.82688], [9.77442, 4.32983, -0.14690], [7.74535, 4.17965, 1.96621], [8.30281, 2.74029, 1.06495], [5.94707, 2.99163, 0.07013], [5.41512, 3.97367, 1.52732], [6.25587, 2.15723, 2.90350], [4.35160, 1.17197, 1.07716], [3.87527, 2.22592, 2.24579], [5.18865, -0.51665, 2.69787], [3.54822, -0.34548, 2.76077], [5.28981, -0.86486, 5.74351], [4.13429, -1.51328, 4.57498], [3.53374, -0.41836, 5.88256], [-0.52960, 2.74489, -5.40011], [-0.55343, 1.38228, -5.24309], [-1.72922, 0.90265, -4.60721], [-1.53301, -0.56449, -4.31001], [-1.95012, -1.31850, -5.43718], [-1.59051, -2.72834, -5.34210], [-2.02897, -3.51251, -4.08362], [-1.03232, -3.21927, -3.11414], [-1.23545, -3.94359, -1.92019], [-0.76238, 3.28157, -4.48039], [-1.21378, 3.04412, -6.19413], [0.42498, 3.09621, -5.79184], [-2.61366, 1.00147, -5.23658], [-1.91638, 1.40047, -3.65578], [-2.04576, -0.87744, -3.40047], [-0.46128, -0.74047, -4.21764], [-1.52324, -0.86185, -6.23049], [-0.50995, -2.72100, -5.48507], [-2.00196, -3.23602, -6.21449], [-2.09203, -4.56238, -4.36979], [-3.00056, -3.16455, -3.73284], [-1.10895, -5.02328, -1.99991], [-2.21580, -3.74139, -1.48877], [-0.39315, -3.65760, -1.29023], [-2.19418, 6.63588, 1.37174], [-1.07985, 5.81593, 1.35224], [-1.22009, 4.57097, 0.72766], [0.10664, 3.97289, 0.31644], [0.88349, 4.97418, -0.54105], [2.06465, 4.36229, -1.09903], [3.07636, 5.39363, -1.35659], [3.52585, 5.90386, -0.11240], [4.37586, 7.03044, -0.37870], [-2.17164, 7.20338, 2.30207], [-3.16146, 6.13532, 1.32797], [-2.17004, 7.25114, 0.47230], [-1.69906, 4.78797, -0.22711], [-1.89105, 3.85335, 1.19981], [-0.13671, 3.09211, -0.27779], [0.57756, 3.77530, 1.27939], [1.24564, 5.76657, -0.03010], [1.87953, 3.82438, -2.02880], [2.48731, 3.70744, -0.33704], [2.58498, 6.25060, -1.81729], [3.83847, 5.00909, -2.03438], [3.88017, 7.84648, -0.90449], [5.11920, 6.65470, -1.08182], [4.97375, 7.40342, 0.45287], [-0.85211, -2.97056, 7.06273], [-1.18521, -2.71055, 5.69617], [-2.04514, -3.71379, 5.16989], [-1.17855, -4.58385, 4.26722], [-0.05656, -5.20600, 4.96213], [0.77078, -6.06197, 4.07506], [1.97073, -6.54364, 4.84837], [2.84080, -5.40885, 5.15171], [3.77892, -5.66033, 6.14173], [-1.77527, -3.12247, 7.62202], [-0.44027, -2.07280, 7.52371], [-0.11796, -3.77619, 7.07131], [-2.78780, -3.06230, 4.70932], [-2.67500, -4.22027, 5.90121], [-0.98853, -3.94707, 3.40320], [-1.82482, -5.33760, 3.81745], [0.52034, -4.56559, 5.48860], [1.15675, -5.61015, 3.16128], [0.11474, -6.79984, 3.61325], [2.54880, -7.29417, 4.30925], [1.66440, -7.12063, 5.72092], [4.57116, -4.91830, 6.04244], [4.18834, -6.66650, 6.23166], [3.31622, -5.29919, 7.06020], [-4.68849, -4.51267, -9.93373], [-5.09640, -4.93418, -8.62688], [-5.28265, -3.86366, -7.73129], [-5.21374, -4.38647, -6.32729], [-5.92308, -3.50546, -5.42884], [-5.77909, -3.97122, -4.02983], [-5.98362, -2.80468, -3.09011], [-4.86142, -1.98070, -2.86241], [-5.11384, -0.67704, -2.27493], [-5.24514, -3.70091, -10.40202], [-4.59751, -5.37017, -10.60046], [-3.65068, -4.20412, -10.05959], [-6.20035, -3.33293, -7.98480], [-4.46879, -3.15045, -7.86194], [-4.27101, -4.76605, -5.93325], [-5.75603, -5.32822, -6.41186], [-5.78780, -2.55167, -5.73227], [-4.89824, -4.50500, -3.67307], [-6.63529, -4.61334, -3.82317], [-6.26745, -3.19619, -2.11326], [-6.89624, -2.29917, -3.40585], [-6.01638, -0.68872, -1.66388], [-5.47654, 0.06202, -2.98930], [-4.30672, -0.21184, -1.70902]], "lowdin_charge": [-0.0918, -0.2808, -0.0911, 0.0785, 0.0718, 0.0400, 0.0966, 0.1043, 0.0720, -0.0532, -0.2518, -0.1062, 0.0620, 0.0652, 0.0425, 0.1029, 0.1009, 0.0855, -0.0489, -0.3876, -0.0699, 0.0782, 0.0833, 0.0535, 0.1066, 0.1048, 0.0596, -0.1116, -0.2018, -0.2063, -0.2162, -0.0663, -0.2102, -0.1879, -0.2039, -0.1203, 0.0827, 0.0873, 0.0841, 0.1228, 0.1315, 0.1168, 0.1244, 0.0947, 0.1088, 0.0988, 0.1203, 0.1219, 0.0983, 0.0728, 0.0872, -0.0907, -0.1787, -0.2342, -0.1795, -0.0365, -0.1715, -0.1948, -0.1907, -0.1107, 0.0555, 0.0842, 0.0923, 0.1225, 0.1112, 0.0844, 0.1041, 0.1050, 0.1088, 0.1029, 0.1001, 0.0905, 0.0657, 0.0947, 0.0739, -0.1082, -0.2152, -0.2068, -0.1471, -0.0748, -0.2505, -0.2466, -0.1953, -0.0680, 0.0810, 0.0857, 0.0900, 0.1093, 0.1193, 0.1108, 0.1129, 0.1117, 0.1186, 0.1137, 0.1190, 0.1033, 0.0884, 0.0798, 0.0728, -0.1141, -0.1625, -0.1857, -0.1264, 0.2091, -0.0770, -0.1765, -0.2204, -0.0756, 0.0974, 0.0943, 0.1014, 0.1383, 0.1135, 0.1376, 0.1709, 0.1708, 0.1446, 0.1348, 0.1356, 0.1001, 0.0937, 0.0972, 0.0905, -0.1249, -0.1715, -0.2560, -0.1444, -0.0254, -0.2558, -0.2639, -0.1870, -0.0914, 0.0936, 0.0750, 0.0865, 0.0973, 0.0988, 0.1058, 0.1213, 0.0995, 0.1162, 0.1162, 0.1231, 0.1283, 0.0859, 0.0785, 0.0894, -0.0852, -0.2184, -0.2135, -0.2140, -0.0252, -0.1962, -0.1983, -0.1997, -0.1346, 0.0882, 0.0860, 0.0750, 0.1219, 0.1178, 0.0958, 0.1156, 0.0815, 0.0939, 0.1199, 0.1178, 0.1208, 0.0840, 0.0934, 0.0859, -0.1069, -0.1649, -0.2473, -0.2365, -0.0425, -0.1896, -0.2475, -0.2090, -0.0714, 0.0890, 0.0889, 0.0751, 0.1349, 0.1070, 0.1051, 0.1267, 0.1086, 0.1116, 0.1271, 0.1256, 0.1282, 0.0916, 0.0852, 0.0450], "total_charge": 1, "s_squared": 0.754, "multiplicity": 2, "orbital_gap_ev": [7.52, 2.68], "fmax_ev_per_a": 4.39}